(1)
Entry from the Open Molecules 2025 dataset: 2 unconnected molecules or ions with the total composition C23H17F4NO2 in a non-equilibrium geometry (wB97M-V/def2-TZVPD).

Each line ends with the Löwdin charge.
Element x y z (Å)
F -2.9360 -5.7145 -0.2484  0.082
C -2.0615 -4.7126 -0.0029  -0.231
C -0.7185 -4.9978 0.1694  0.112
C 0.1862 -3.9836 0.4214  -0.219
F 1.4892 -4.2736 0.6373  0.092
C -0.2542 -2.6847 0.4877  0.086
C -1.6139 -2.3500 0.3249  -0.163
C -1.9496 -0.9765 0.4172  0.143
C -3.1636 -0.2495 0.3393  -0.160
C -3.0765 1.1490 0.4910  0.075
C -4.1824 1.9591 0.4131  -0.232
F -4.0587 3.2964 0.5720  0.087
C -5.4230 1.3970 0.1775  0.104
C -5.5564 0.0269 0.0360  -0.231
F -6.7768 -0.5105 -0.1906  0.085
C -4.4485 -0.7845 0.1204  0.076
C -2.5043 -3.4128 0.0771  0.075
H -0.3736 -6.0120 0.0933  0.140
H 0.4748 -1.9120 0.6511  0.136
H -1.0894 -0.3442 0.5697  0.123
H -2.1252 1.6118 0.6782  0.134
H -6.2868 2.0299 0.0954  0.140
H -4.6128 -1.8351 0.0170  0.104
H -3.5491 -3.2501 -0.0761  0.102
C 4.0352 1.6185 2.9860  -0.107
C 2.7131 1.3773 2.6831  -0.095
C 2.2369 1.6482 1.4189  -0.054
C 3.0746 2.1760 0.4497  -0.236
C 2.5616 2.4729 -0.9250  -0.123
C 2.6678 1.2705 -1.8723  -0.379
C 2.1900 1.5914 -3.3039  -0.140
O 1.1469 0.6821 -3.5645  -0.003
C 0.9960 -0.1013 -2.4416  -0.622
O 0.1672 -0.9934 -2.3359  0.013
N 1.8522 0.2231 -1.4420  0.112
C 4.4044 2.4019 0.7637  -0.046
C 4.8811 2.1293 2.0262  -0.093
H 4.4085 1.4082 3.9733  0.096
H 2.0511 0.9815 3.4348  0.095
H 1.2053 1.4614 1.1740  0.091
H 1.5087 2.7626 -0.8643  0.120
H 3.0883 3.3342 -1.3465  0.117
H 3.7036 0.8883 -1.8879  0.145
H 1.7853 2.6062 -3.3914  0.116
H 2.9600 1.4694 -4.0778  0.121
H 5.0580 2.8073 0.0106  0.111
H 5.9147 2.3183 2.2617  0.099

Atoms 1-3, force components in eV/Å:
0.531 0.541 0.137
-0.139 0.691 0.036
0.543 -0.693 -0.052

Computed properties:
Orbital gap   3.0 eV
Highest occupied orbital energy   -6.64 eV
LUMO energy   -0.13347 hartree
Relative energy (zero: lowest compared OMol25 entry of this formula, charge and spin)   35.7 kcal per mole
Multiplicity   1


(2)
Entry from the Open Molecules 2025 dataset: a molecular structure, C48H47AuO2Sb3 (wB97M-V/def2-TZVPD).

Each line ends with the Löwdin charge.
Element x y z (Å)
Au 1.0741 0.7178 -0.8656  0.575
C 0.3921 -3.4084 -1.4064  -0.116
C 1.9255 -3.5807 -1.3971  -0.214
C 2.7366 -2.3267 -1.0878  -0.261
Sb 2.3492 -1.7528 0.9541  1.759
C 3.1897 -3.3435 1.9898  -0.352
C 4.5576 -3.2041 2.2271  -0.128
C 5.2413 -4.2576 2.8185  -0.042
C 4.5606 -5.4223 3.1561  -0.030
C 3.1969 -5.5430 2.9134  -0.041
C 2.4949 -4.5026 2.3222  -0.098
C 2.6507 -0.0461 2.1059  -0.328
C 2.3223 1.2246 1.6307  -0.154
C 2.3585 2.3012 2.4945  -0.038
C 2.7198 2.0943 3.8235  -0.018
C 3.0317 0.8221 4.2874  -0.019
C 3.0032 -0.2720 3.4264  -0.085
Sb -2.1549 -2.7070 1.1026  1.626
C -2.6609 -1.6285 2.8189  -0.419
C -2.2239 -2.0057 4.0913  -0.112
C -2.6514 -1.2797 5.1935  -0.061
C -3.4950 -0.1844 5.0250  -0.051
C -3.9225 0.1904 3.7569  -0.067
C -3.5013 -0.5299 2.6437  -0.152
C -2.4284 -4.7278 1.6439  -0.396
C -3.5781 -5.1271 2.3248  -0.116
C -3.7826 -6.4764 2.5919  -0.055
C -2.8641 -7.4216 2.1570  -0.054
C -1.7239 -7.0265 1.4671  -0.070
C -1.5063 -5.6790 1.2003  -0.149
H -0.0461 -4.3341 -1.0466  0.094
H 0.0839 -2.6305 -0.7113  0.039
H 2.2804 -3.9530 -2.3625  0.133
H 2.1720 -4.3554 -0.6681  0.113
H 2.5376 -1.4913 -1.7515  0.000
H 3.8103 -2.5289 -1.0723  0.084
H 5.0952 -2.2954 1.9661  0.111
H 6.3021 -4.1680 3.0140  0.124
H 5.0991 -6.2413 3.6163  0.125
H 2.6769 -6.4523 3.1866  0.122
H 1.4297 -4.5887 2.1457  0.086
H 2.0469 1.4013 0.5730  -0.006
H 2.1168 3.2950 2.1389  0.127
H 2.7610 2.9380 4.5006  0.130
H 3.3002 0.6723 5.3257  0.129
H 3.2486 -1.2587 3.7938  0.107
H -1.5641 -2.8547 4.2276  0.106
H -2.3392 -1.5757 6.1880  0.116
H -3.8199 0.3797 5.8895  0.118
H -4.5845 1.0390 3.6337  0.114
H -3.8334 -0.2323 1.6540  0.081
H -4.3129 -4.4011 2.6562  0.106
H -4.6683 -6.7889 3.1308  0.120
H -3.0419 -8.4718 2.3469  0.119
H -1.0141 -7.7694 1.1227  0.111
H -0.6138 -5.3699 0.6620  0.066
O 0.4190 -1.6011 1.0301  -0.561
O -0.1476 -2.8793 1.4596  -0.522
C 3.2007 1.1194 -4.0197  -0.064
C 2.7028 0.0279 -4.9367  -0.297
C 3.4670 -0.3984 -6.0197  -0.011
C 3.0135 -1.3889 -6.8815  -0.024
C 1.7647 -1.9706 -6.6958  -0.047
C 0.9814 -1.5700 -5.6258  -0.150
C 1.4633 -0.5917 -4.7521  -0.328
Sb 0.2032 0.0278 -3.1964  1.553
C -0.8547 1.7526 -3.7744  -0.351
C -0.7429 2.8761 -2.9524  -0.149
C -1.3407 4.0641 -3.3344  -0.053
C -2.0343 4.1206 -4.5357  -0.024
C -2.1346 2.9974 -5.3467  -0.011
C -1.5490 1.7883 -4.9894  -0.297
C -1.6626 0.5929 -5.9055  -0.040
C -0.9561 -1.7363 -2.8222  -0.238
C -0.2692 -3.0627 -2.8480  -0.264
C -1.1769 -4.1989 -3.0520  0.058
C -2.4989 -4.1124 -2.7448  -0.006
C -3.0059 -2.8691 -2.3634  0.057
C -2.2666 -1.6469 -2.4608  -0.311
C -2.9943 -0.3428 -2.2355  -0.034
H 4.0955 1.5902 -4.4220  0.095
H 3.4562 0.7234 -3.0311  0.061
H 2.4497 1.9054 -3.8905  0.070
H 4.4319 0.0645 -6.1947  0.129
H 3.6354 -1.7007 -7.7119  0.127
H 1.3982 -2.7230 -7.3845  0.123
H -0.0036 -2.0041 -5.5001  0.096
H -0.1913 2.8356 -2.0210  0.052
H -1.2588 4.9398 -2.7030  0.121
H -2.5019 5.0478 -4.8440  0.126
H -2.6801 3.0572 -6.2825  0.131
H -2.5606 0.6511 -6.5183  0.099
H -1.7019 -0.3490 -5.3470  0.049
H -0.8092 0.5417 -6.5851  0.097
H 0.5298 -3.0785 -3.5910  0.127
H -0.7328 -5.1476 -3.3462  0.158
H -3.1547 -4.9724 -2.8070  0.140
H -4.0536 -2.8115 -2.0777  0.142
H -3.9874 -0.5144 -1.8245  0.095
H -3.1185 0.2027 -3.1725  0.088
H -2.4495 0.2996 -1.5431  0.078

Atoms 1-3, force components in eV/Å:
-0.346 -0.197 -0.454
0.255 0.094 -0.171
-0.205 0.031 -0.185

Computed properties:
Orbital gap   5.2 eV
Highest occupied orbital energy   -15.21 eV
LUMO energy   -0.36815 hartree
Relative energy (zero: lowest compared OMol25 entry of this formula, charge and spin)   55.5 kcal per mole
Multiplicity   1
Total charge   +3


(3)
Entry from the Open Molecules 2025 dataset: a single C4H3N3O molecule in a non-equilibrium geometry (wB97M-V/def2-TZVPD).

Each line ends with the Löwdin charge.
Element x y z (Å)
O -1.9913 -0.6155 1.0669  -0.001
C -1.2717 -0.3454 -0.0625  -0.420
C -1.1655 0.8828 -0.5724  -0.144
N -0.1184 1.5885 -0.3026  0.075
N 0.5870 1.0604 0.7548  0.009
C 1.3428 -0.0446 0.6949  -0.073
C 1.0884 -0.9841 -0.4467  0.031
N -0.2757 -1.2649 -0.4825  0.177
H -1.7829 1.4115 -1.4330  0.171
H 1.9383 -0.0486 1.6647  0.135
H 1.6491 -1.6400 -0.8817  0.039

Atoms 1-3, force components in eV/Å:
3.387 1.307 -6.613
-2.076 -8.173 9.612
-0.329 7.779 -5.988

Computed properties:
Orbital gap   8.8 eV
Highest occupied orbital energy   -10.24 eV
SMILES   O=c1cnnccn1
LUMO energy   -0.05361 hartree
Relative energy (zero: lowest compared OMol25 entry of this formula, charge and spin)   122.9 kcal per mole
Multiplicity   1